A structure of composition C6H6N2O5Tl at a distorted geometry. Source: the Open Molecules 2025 dataset; level of theory: ωB97M-V/def2-TZVPD.

```
20
Properties=species:S:1:pos:R:3:forces:R:3
O 0.377472 -2.772454 -1.751293 0.0 6.7 0.1
C 0.379671 -1.605296 -1.747821 0.0 -15.5 -0.2
Tl 0.391210 0.354362 -1.639251 -1.4 0.1 5.1
O -2.325406 0.306837 -3.291955 4.4 0.0 2.5
C -1.325160 0.323135 -2.728074 -9.7 -0.1 -5.9
C 2.025063 0.356763 -2.725607 11.2 0.0 -6.5
O 3.021777 0.361135 -3.292615 -4.3 0.0 2.3
C 0.330305 2.285447 -1.726356 -0.4 13.6 0.4
O 0.316606 3.432070 -1.757140 0.1 -4.9 0.0
C -1.670563 -1.126016 2.370194 -0.2 -0.2 0.4
N -0.398351 -0.370903 2.361227 0.1 0.0 -0.2
C 0.214137 0.055923 1.301845 -0.4 -0.2 0.2
N 1.381429 0.751607 1.323719 -1.6 -0.9 -0.7
O -0.397988 -0.249045 0.178006 0.7 0.6 0.2
H -2.051750 -1.294599 1.365762 0.2 0.1 0.1
H -2.405528 -0.557590 2.944608 0.1 -0.1 -0.1
H -1.499897 -2.088229 2.858786 0.0 0.2 -0.1
H 0.015515 -0.173203 3.246162 0.2 0.1 0.8
H 1.856399 1.075780 0.495723 0.1 0.0 0.6
H 1.765059 0.934275 2.214079 0.9 0.5 0.9
```
Forces are in eV/Å.

calculated total energy: -24188.9994 eV
net charge: +3
LUMO energy: -14.5414 eV
spin multiplicity: 1